(1)
Entry from OMol25: an isolated molecule of C3H3NO2 at a distorted geometry (ωB97M-V/def2-TZVPD).

```
9
C3H3NO2 (ωB97M-V/def2-TZVPD)
O -2.28607 -0.77291 -0.14196
O -1.10266 0.84687 0.37045
N -1.16184 -0.36762 0.02939
C 1.76411 0.58064 0.14907
C 1.12288 -0.36587 0.02569
C -0.08278 -0.96948 -0.34727
H 2.50809 1.28945 0.44467
H -0.54161 1.79526 0.02945
H -0.22013 -2.03635 -0.55948
```

Values from the calculation:
- Strongest force on any atom: 0.18783 hartree/bohr
- HOMO energy: -8.746 eV
- SMILES string: C#C/C=[N+](/[O-])O
- Orbital gap: 8.492 eV
- Relative energy (zero: lowest compared OMol25 entry of this formula, charge and spin): 794.9 kJ/mol

Atomic partial charges in e from the natural (NBO) method, atoms 1 to 6: -0.43 -0.57 0.44 -0.23 -0.05 -0.18

***

(2)
Entry from OMol25: a structure of composition C11H4N2NdO5 at a distorted geometry (ωB97M-V/def2-TZVPD).

```
23
C11H4N2NdO5 (ωB97M-V/def2-TZVPD)
Nd -0.00093 0.00319 -2.05196
O 2.40837 1.89089 -2.05176
O -1.88873 2.41259 -2.05206
O -0.00083 0.00319 -5.11276
O 1.88677 -2.40621 -2.05186
O -2.41033 -1.88451 -2.05206
N -0.00033 0.00079 0.36094
N 0.00337 -0.00951 5.72504
C 0.12837 1.17899 1.03094
C 1.50337 1.18179 -2.05176
C 0.13157 1.19829 2.42764
C -0.12853 -1.17981 1.02674
C -1.17953 1.50749 -2.05196
C 0.00227 -0.00741 4.56784
C 1.17767 -1.50111 -2.05196
C 0.00127 -0.00451 3.12884
C -1.50523 -1.17541 -2.05206
C -0.00083 0.00319 -3.96296
C -0.12993 -1.20461 2.42334
H 0.23457 2.13979 2.95364
H -0.22933 -2.10311 0.47254
H 0.22897 2.10419 0.47994
H -0.23203 -2.14821 2.94564
```

Values from the calculation:
- Strongest force on any atom: 0.38104 hartree/bohr
- 2S+1: 4
- HOMO energy (spin up / spin down): -20.177 / -20.427 eV
- Net charge: +3
- Orbital gap (spin up / spin down): 3.116 / 3.736 eV

Atomic partial charges in e from the Löwdin method, atoms 1 to 6: 1.19 0.39 0.39 0.38 0.39 0.39

***

(3)
Entry from OMol25: a cluster of 2 separate species, C2F3OP in total at a distorted geometry (ωB97M-V/def2-TZVPD).

```
7
C2F3OP (ωB97M-V/def2-TZVPD)
P 1.11157 -1.29172 0.05574
F -1.41331 1.50643 -0.92699
F -0.26538 -0.04795 -1.95125
F -0.32051 1.28892 1.98758
O 1.71809 -1.79722 1.28482
C -0.20559 -0.14051 0.33174
C -0.62487 0.48205 -0.78164
```

Values from the calculation:
- Strongest force on any atom: 0.06219 hartree/bohr
- HOMO energy (spin up / spin down): -10.713 / -11.004 eV
- Orbital gap (spin up / spin down): 7.855 / 8.015 eV
- Relative energy (zero: lowest compared OMol25 entry of this formula, charge and spin): 372.3 kJ/mol

Atomic partial charges in e from the natural (NBO) method, atoms 1 to 6: 1.39 -0.24 -0.28 -0.38 -0.92 -0.31

***

(4)
Entry from OMol25: an isolated molecule of C4H6N2O (ωB97M-V/def2-TZVPD).

```
13
C4H6N2O (ωB97M-V/def2-TZVPD)
O -2.55673 0.26792 0.90772
N 0.15392 -0.21707 -1.34850
N -0.20481 0.38591 0.75273
C -1.20097 -0.03410 -1.15143
C -1.43362 0.27740 0.15203
C 0.72260 0.03774 -0.20212
C 2.15181 -0.21980 0.13844
H 2.23440 -0.66384 1.13765
H -1.93549 -0.19413 -1.92943
H -3.22747 -0.18792 0.38254
H 2.53030 -0.94358 -0.58659
H 2.77679 0.67667 0.10130
H -0.01074 0.81481 1.64566
```

Values from the calculation:
- Strongest force on any atom: 0.00883 hartree/bohr
- HOMO energy: -8.032 eV
- SMILES string: Cc1ncc(O)[nH]1
- Orbital gap: 8.752 eV
- Relative energy (zero: lowest compared OMol25 entry of this formula, charge and spin): 72.9 kJ/mol

Atomic partial charges in e from the natural (NBO) method, atoms 1 to 6: -0.67 -0.45 -0.56 -0.20 0.39 0.34

***

(5)
Entry from OMol25: a structure of composition H14O7V at a distorted geometry (ωB97M-V/def2-TZVPD).

```
22
H14O7V (ωB97M-V/def2-TZVPD)
V 12.89600 12.59700 -10.09900
O 13.87100 14.06300 -11.36200
O 12.74900 14.20100 -8.57700
O 11.07700 13.93400 -11.19300
O 14.35300 11.35600 -11.31100
O 11.49300 11.02500 -10.79700
O 13.00700 11.02800 -8.50200
O 15.27600 12.62100 -8.84800
H 14.71800 14.50500 -11.19300
H 12.71100 10.19600 -8.97200
H 12.92700 10.71900 -7.62900
H 13.53400 14.12800 -12.29300
H 11.30700 14.69200 -11.78900
H 13.52000 14.46000 -8.09100
H 15.25800 11.61800 -11.48700
H 15.41100 11.68800 -8.67500
H 11.34800 10.14500 -10.47600
H 15.67700 13.05000 -8.12300
H 14.03900 11.28000 -12.22000
H 10.21600 14.08800 -10.80900
H 11.04800 11.07900 -11.62000
H 12.50700 15.00800 -8.98800
```

Values from the calculation:
- Strongest force on any atom: 0.06808 hartree/bohr
- 2S+1: 4
- HOMO energy (spin up / spin down): -16.059 / -19.357 eV
- Net charge: +2
- Orbital gap (spin up / spin down): 9.155 / 12.412 eV
- Relative energy (zero: lowest compared OMol25 entry of this formula, charge and spin): 67.5 kJ/mol

Atomic partial charges in e from the natural (NBO) method, atoms 1 to 6: 1.44 -0.98 -0.92 -0.98 -0.93 -0.94

***

(6)
Entry from OMol25: an isolated molecule of C6H9B at a distorted geometry (ωB97M-V/def2-TZVPD).

```
16
C6H9B (ωB97M-V/def2-TZVPD)
C 2.36962 -0.74194 0.10378
C 1.28756 -1.25413 -0.71168
C 2.10378 0.52826 0.53448
C 0.84219 0.94521 -0.01868
C 0.36917 -0.23508 -0.89318
C -2.03468 0.76938 0.09721
B -0.58048 0.03945 0.46983
H -0.55143 -0.47180 1.56969
H -2.61541 -0.10096 -0.06567
H -2.00318 1.45434 -0.73866
H -2.50712 1.09400 1.04142
H 0.71999 2.01214 -0.16676
H 2.48648 1.31869 1.18335
H -0.32021 -0.05809 -1.68262
H 1.37859 -2.19377 -1.19222
H 3.24092 -1.25069 0.35508
```

Values from the calculation:
- Strongest force on any atom: 0.08608 hartree/bohr
- 2S+1: 3
- HOMO energy (spin up / spin down): -5.995 / -9.352 eV
- Orbital gap (spin up / spin down): 6.960 / 6.636 eV
- Relative energy (zero: lowest compared OMol25 entry of this formula, charge and spin): 3.4 kJ/mol

Atomic partial charges in e from the natural (NBO) method, atoms 1 to 6: -0.11 -0.13 -0.33 -0.11 -0.50 -0.90

***

| no. | DFT total energy (eV) |
| --- | --- |
| 1 | -8736.89300 |
| 2 | -39910.32258 |
| 3 | -21557.22763 |
| 4 | -9272.74632 |
| 5 | -40233.35666 |
| 6 | -7039.05345 |